No. 1
C14H29BrO27P2S7 | ωB97M-V/def2-TZVPD

Each line ends with the Löwdin charge.
Atoms and positions in Å:
1 O -1.145 1.563 -5.893  0.056
2 C -1.663 2.362 -6.643  -0.318
3 O -2.927 2.270 -7.110  -0.161
4 C -3.837 1.548 -6.241  -0.678
5 P -5.461 2.448 -6.309  0.352
6 S -7.061 1.364 -6.426  0.136
7 P -3.772 -0.239 -6.861  0.559
8 O -4.926 -1.035 -6.047  -0.411
9 Br -4.598 -0.078 -8.939  0.266
10 H -1.122 3.242 -7.021  0.157
11 H -3.495 1.577 -5.198  0.065
12 H -5.331 3.381 -7.349  -0.011
13 H -5.474 3.198 -5.119  -0.018
14 H -5.014 -0.695 -5.139  0.009
15 C 0.220 2.533 -3.318  -0.176
16 C -0.331 1.332 -2.591  -0.161
17 O 0.471 1.223 -1.415  -0.237
18 S 0.926 2.673 -0.930  0.619
19 O 0.044 3.126 0.089  -0.221
20 O 2.329 2.662 -0.740  -0.227
21 O 0.550 3.470 -2.283  -0.184
22 H 1.134 2.288 -3.862  0.138
23 H -0.504 2.963 -4.000  0.108
24 H -0.267 0.420 -3.178  0.140
25 H -1.367 1.494 -2.282  0.134
26 C -0.743 -3.802 0.821  -0.164
27 C 0.022 -3.110 1.929  -0.159
28 O 1.011 -2.326 1.246  -0.177
29 S 0.403 -1.812 -0.149  0.618
30 O -0.116 -0.506 0.025  -0.205
31 O 1.308 -2.138 -1.192  -0.202
32 O -0.840 -2.821 -0.209  -0.188
33 H -0.191 -4.666 0.444  0.137
34 H -1.742 -4.107 1.119  0.118
35 H 0.493 -3.811 2.613  0.138
36 H -0.617 -2.425 2.491  0.118
37 C -5.397 -2.009 -1.199  -0.148
38 C -5.907 -2.125 -2.620  -0.145
39 O -6.298 -0.783 -2.965  -0.197
40 S -5.344 0.260 -2.230  0.590
41 O -4.318 0.665 -3.138  -0.248
42 O -6.141 1.217 -1.557  -0.197
43 O -4.700 -0.747 -1.177  -0.179
44 H -6.215 -1.965 -0.480  0.133
45 H -4.721 -2.814 -0.927  0.133
46 H -6.751 -2.801 -2.713  0.142
47 H -5.117 -2.436 -3.307  0.132
48 C -4.506 -2.331 4.715  -0.149
49 C -3.574 -1.997 3.570  -0.152
50 O -3.465 -3.230 2.837  -0.213
51 S -4.844 -4.037 2.928  0.596
52 O -5.582 -3.769 1.742  -0.225
53 O -4.576 -5.361 3.356  -0.207
54 O -5.483 -3.208 4.131  -0.180
55 H -3.992 -2.870 5.512  0.136
56 H -4.993 -1.452 5.127  0.139
57 H -2.593 -1.669 3.903  0.132
58 H -4.005 -1.242 2.910  0.139
59 C 5.415 3.579 3.012  -0.156
60 C 5.842 2.244 3.581  -0.177
61 O 5.048 1.283 2.871  -0.194
62 S 4.779 1.806 1.373  0.614
63 O 5.728 1.202 0.503  -0.219
64 O 3.391 1.758 1.109  -0.225
65 O 5.224 3.326 1.616  -0.179
66 H 4.465 3.912 3.436  0.135
67 H 6.166 4.351 3.157  0.137
68 H 5.663 2.168 4.650  0.136
69 H 6.893 2.043 3.374  0.110
70 C 10.187 -0.479 5.054  -0.156
71 C 8.675 -0.522 5.123  -0.157
72 O 8.331 0.588 5.967  -0.194
73 S 9.385 1.773 5.754  0.599
74 O 8.843 2.706 4.830  -0.226
75 O 9.873 2.172 7.023  -0.208
76 O 10.503 0.919 4.997  -0.183
77 H 10.643 -0.898 5.953  0.135
78 H 10.581 -0.987 4.177  0.137
79 H 8.297 -1.448 5.548  0.137
80 H 8.224 -0.362 4.141  0.133

Properties
Charge ... 0
Multiplicity ... 1
LUMO level ... 0.10 eV
Structure (SMILES) ... O=CO[C@@H]([PH2]=S)P(O)Br.O=S1(=O)OCCO1.O=S1(=O)OCCO1.O=S1(=O)OCCO1.O=S1(=O)OCCO1.O=S1(=O)OCCO1.O=S1(=O)OCCO1


No. 2
C14H29ClO14P2 | ωB97M-V/def2-TZVPD

Each line ends with the natural charge from an NBO analysis.
Atoms and positions in Å:
1 C -1.836 0.270 -2.425  -0.741
2 C -0.803 -0.373 -3.272  0.821
3 O -0.950 -0.840 -4.348  -0.498
4 O 0.505 -0.333 -2.713  -0.546
5 C 0.777 -1.358 -1.886  0.772
6 O 0.026 -2.266 -1.660  -0.555
7 C 2.154 -1.211 -1.278  -0.179
8 O 2.254 -2.138 -0.210  -0.486
9 C 3.144 -1.840 0.749  1.003
10 O 3.577 -0.746 0.994  -0.603
11 O 3.492 -2.969 1.409  -0.521
12 C 2.836 -3.139 2.675  -0.084
13 C 1.347 -3.427 2.545  -0.221
14 C 0.831 -4.457 3.544  -0.621
15 Cl 0.392 -1.915 2.698  -0.072
16 H -1.451 1.202 -2.015  0.234
17 H -2.158 -0.392 -1.623  0.274
18 H -2.696 0.484 -3.053  0.260
19 H 2.282 -0.187 -0.937  0.232
20 H 2.890 -1.456 -2.047  0.218
21 H 3.013 -2.260 3.296  0.206
22 H 3.329 -3.989 3.141  0.203
23 H 1.161 -3.775 1.529  0.239
24 H 0.593 -3.971 4.490  0.223
25 H 1.571 -5.239 3.696  0.214
26 H -0.098 -4.884 3.173  0.227
27 C -7.959 -0.011 -2.367  -0.252
28 O -7.442 -0.128 -1.034  -0.829
29 P -5.990 -0.737 -0.793  2.588
30 O -4.991 -0.348 -1.783  -1.108
31 O -6.203 -2.306 -0.640  -0.822
32 C -6.408 -3.099 -1.815  -0.258
33 O -5.680 -0.304 0.679  -0.808
34 C -6.610 -0.571 1.741  -0.248
35 H -8.197 1.034 -2.553  0.195
36 H -7.235 -0.344 -3.109  0.199
37 H -8.867 -0.608 -2.442  0.183
38 H -5.785 -2.744 -2.636  0.203
39 H -7.460 -3.077 -2.103  0.176
40 H -6.127 -4.119 -1.569  0.200
41 H -7.251 -1.419 1.507  0.193
42 H -7.219 0.314 1.914  0.191
43 H -6.029 -0.796 2.631  0.197
44 C 4.781 1.984 0.273  -0.253
45 O 5.718 3.036 0.567  -0.834
46 P 5.238 4.335 1.349  2.581
47 O 4.280 4.101 2.423  -1.092
48 O 4.745 5.352 0.223  -0.824
49 C 3.458 5.154 -0.369  -0.257
50 O 6.598 4.983 1.788  -0.808
51 C 7.646 5.210 0.834  -0.247
52 H 5.142 1.062 0.712  0.213
53 H 3.794 2.199 0.678  0.199
54 H 4.722 1.874 -0.811  0.174
55 H 2.737 4.817 0.376  0.202
56 H 3.525 4.428 -1.181  0.175
57 H 3.136 6.110 -0.772  0.196
58 H 7.254 5.305 -0.177  0.192
59 H 8.355 4.386 0.877  0.189
60 H 8.143 6.136 1.113  0.193

Properties
Charge ... 0
Multiplicity ... 1
LUMO level ... 0.53 eV
Structure (SMILES) ... CC(=O)OC(=O)COC(=O)OC[C@@H](C)Cl.COP(=O)(OC)OC.COP(=O)(OC)OC


No. 3
C14H29CoP2 | ωB97M-V/def2-TZVPD

Each line ends with the natural charge from an NBO analysis.
Atoms and positions in Å:
1 C -1.201 0.088 -3.010  -0.356
2 C -2.001 1.296 -3.095  -0.080
3 C -1.145 2.467 -3.127  -0.345
4 C 0.212 1.992 -3.027  -0.176
5 C 0.184 0.497 -2.936  -0.206
6 Co 0.337 -1.808 -0.999  0.417
7 P -0.508 -3.753 -1.562  -0.239
8 H -1.522 -0.983 -3.243  0.243
9 H -3.100 1.295 -3.193  0.216
10 H -1.482 3.538 -3.074  0.232
11 H 1.003 -0.163 -3.353  0.227
12 H 1.118 2.580 -3.063  0.217
13 H 0.246 -4.677 -2.388  0.043
14 H -1.810 -4.000 -2.204  -0.117
15 H -0.693 -4.608 -0.398  0.013
16 C -1.766 1.821 0.639  -0.615
17 C -0.255 1.700 0.566  -0.504
18 C 0.443 2.489 1.705  -0.620
19 P 0.222 -0.120 0.424  0.722
20 C 2.111 0.052 0.378  -0.490
21 C 2.751 -0.052 1.775  -0.624
22 C 2.574 -0.999 -0.658  -0.686
23 C -0.502 -1.187 1.731  -0.558
24 C -0.246 -0.733 3.146  -0.614
25 C -1.990 -1.363 1.442  -0.610
26 H -2.120 1.413 1.601  0.199
27 H -2.224 1.287 -0.202  0.223
28 H -2.085 2.885 0.608  0.212
29 H 0.078 2.119 -0.410  0.238
30 H 0.276 2.004 2.688  0.208
31 H 1.524 2.581 1.535  0.210
32 H 0.048 3.520 1.788  0.214
33 H 2.309 1.064 -0.047  0.221
34 H 2.520 -1.024 2.247  0.211
35 H 3.849 0.021 1.661  0.211
36 H 2.441 0.755 2.459  0.215
37 H 2.069 -0.838 -1.658  0.201
38 H 3.650 -0.843 -0.810  0.225
39 H 2.433 -2.037 -0.290  0.208
40 H -0.019 -2.171 1.624  0.248
41 H -0.809 0.170 3.390  0.197
42 H -0.545 -1.502 3.881  0.211
43 H 0.803 -0.540 3.347  0.215
44 H -2.186 -1.643 0.403  0.219
45 H -2.433 -2.140 2.078  0.217
46 H -2.560 -0.451 1.630  0.208

Properties
⟨S²⟩ ... 6.041
Charge ... 0
Multiplicity ... 5
LUMO level (alpha / beta) ... 0.77 / -1.96 eV


No. 4
C14H29F4NO4Si2 | ωB97M-V/def2-TZVPD

Each line ends with the natural charge from an NBO analysis.
Atoms and positions in Å:
1 C 1.861 -4.261 0.384  -0.614
2 C 1.438 -3.840 -1.018  -0.389
3 C 0.947 -2.382 -1.113  -0.373
4 C 1.926 -1.410 -0.424  -0.947
5 Si 1.807 0.350 -1.074  2.042
6 C 1.522 1.622 0.272  -0.934
7 C 1.834 1.086 1.688  -0.433
8 C 3.298 0.760 1.917  0.047
9 F 3.886 1.739 2.708  -0.369
10 N 3.406 0.730 -1.751  -0.948
11 C 3.642 0.165 -2.796  0.868
12 O 3.865 -0.368 -3.785  -0.490
13 O 0.634 0.325 -2.249  -1.229
14 Si -0.135 1.684 -2.805  1.522
15 C -1.599 2.175 -1.717  -0.514
16 O -2.275 1.004 -1.296  -0.546
17 C -2.006 0.623 0.045  -0.052
18 C -3.128 -0.286 0.524  -0.432
19 C -2.751 -1.765 0.371  -0.598
20 C 1.024 3.197 -3.138  0.638
21 F 1.219 4.012 -2.059  -0.340
22 F 0.371 3.965 -4.080  -0.346
23 F 2.238 2.886 -3.664  -0.330
24 H 2.840 -3.861 0.613  0.203
25 H 1.916 -5.342 0.427  0.214
26 H 1.139 -3.911 1.116  0.197
27 H 0.641 -4.469 -1.406  0.201
28 H 2.285 -3.919 -1.698  0.192
29 H 0.853 -2.158 -2.169  0.210
30 H -0.013 -2.334 -0.609  0.197
31 H 2.941 -1.775 -0.560  0.237
32 H 1.720 -1.452 0.641  0.235
33 H 2.223 2.434 0.091  0.255
34 H 0.516 2.026 0.299  0.240
35 H 1.182 0.254 1.926  0.206
36 H 1.594 1.895 2.371  0.231
37 H 3.382 -0.176 2.466  0.164
38 H 3.868 0.648 0.998  0.173
39 H -0.694 1.334 -4.120  -0.188
40 H -1.341 2.849 -0.900  0.199
41 H -2.278 2.729 -2.365  0.222
42 H -1.084 0.036 0.068  0.156
43 H -1.917 1.499 0.686  0.167
44 H -3.338 -0.115 1.572  0.233
45 H -4.006 -0.107 -0.085  0.216
46 H -2.648 -2.030 -0.676  0.206
47 H -1.790 -1.922 0.854  0.188
48 H -3.485 -2.404 0.846  0.209
49 C -4.807 1.188 4.340  -0.248
50 O -3.959 1.399 3.213  -0.729
51 H -5.133 0.152 4.315  0.185
52 H -4.272 1.369 5.275  0.165
53 H -5.685 1.837 4.297  0.166
54 H -3.673 2.315 3.234  0.465

Properties
Energy relative to the best compared isomer or geometry (same formula, charge and spin) ... 0.00 kJ/mol
Charge ... 0
Multiplicity ... 1
LUMO level ... 0.42 eV